Entry 1:
Density functional theory data (ωB97M-V/def2-TZVPD) for 2 unconnected molecules or ions with the total composition C5H10IN2S at a distorted geometry.

Structure (XYZ):
```
19
Properties=species:S:1:pos:R:3:mulliken_charge:R:1
C 0.63 -1.25 0.15 -0.116
C 1.49 -0.45 1.10 -0.309
C 1.75 0.89 0.35 -0.667
C -0.26 0.58 -0.91 0.449
C -2.45 -0.16 -2.50 -0.764
N -0.22 -0.75 -0.70 -0.357
N 0.69 1.42 -0.45 -0.151
S -1.73 1.19 -1.54 -0.011
I -1.27 -0.20 4.39 -0.053
H 0.78 -2.34 0.07 0.462
H 0.92 -0.43 2.00 0.020
H 2.40 -0.90 1.36 0.411
H 1.83 1.73 1.07 0.347
H 2.69 0.98 -0.10 0.423
H -1.59 -0.81 -2.77 0.281
H -3.01 0.20 -3.36 0.370
H -3.23 -0.73 -2.03 0.321
H -0.29 -1.33 4.58 0.092
H 0.87 2.36 -0.74 0.250
```

For the largest force on an atom, the calculation gives 3.8 eV/Å. The total energy is -1001.617178 a.u. For the relative energy (zero: lowest compared OMol25 entry of this formula, charge and spin), the calculation gives 123.0 kJ/mol. As for the charge: +1. The value obtained for the highest occupied orbital energy is -12.83 eV. The value obtained for the gap between HOMO and LUMO is 7.814 eV.



Entry 2:
Density functional theory data (ωB97M-V/def2-TZVPD) for 3 unconnected molecules or ions with the total composition C5H10IN3O2 at a distorted geometry.

Structure (XYZ):
```
21
Properties=species:S:1:pos:R:3:mulliken_charge:R:1
C 8.41 7.08 0.05 0.647
C -3.23 -3.85 -0.87 0.338
C 7.86 7.30 1.30 -0.679
C -4.38 0.30 0.07 -0.121
C -2.09 -5.17 0.80 -0.839
N -3.80 -0.78 -0.22 -0.410
N -3.03 -4.15 0.34 -0.124
N -3.67 -3.82 -1.97 0.040
O 8.84 6.90 -0.96 0.038
O -3.51 -3.14 -3.07 -0.241
I -1.91 -0.86 -0.96 0.147
H 7.19 6.47 1.58 0.328
H 7.28 8.23 1.31 0.332
H 8.65 7.37 2.07 0.334
H -4.15 -3.46 -3.73 0.403
H -5.39 0.21 0.46 0.254
H -3.99 1.30 -0.03 0.215
H -2.00 -5.10 1.88 0.320
H -1.11 -5.03 0.35 0.320
H -2.45 -6.17 0.54 0.341
H -3.53 -3.63 1.05 0.357
```

For the largest force on an atom, the calculation gives 2.5 eV/Å. The total energy is -808.198263 a.u. For the relative energy (zero: lowest compared OMol25 entry of this formula, charge and spin), the calculation gives 4.7 kJ/mol. As for the charge: +2. The value obtained for the highest occupied orbital energy is -13.89 eV. The value obtained for the gap between HOMO and LUMO is 7.052 eV.



Entry 3:
Density functional theory data (ωB97M-V/def2-TZVPD) for 2 unconnected molecules or ions with the total composition C5H10INO2 at a distorted geometry.

Structure (XYZ):
```
19
Properties=species:S:1:pos:R:3:mulliken_charge:R:1
C 1.30 0.03 1.51 -1.475
C 0.44 1.00 0.78 0.140
I -1.40 1.66 1.86 -0.009
C 0.73 1.82 -0.26 0.728
O -0.04 2.69 -0.93 -0.515
O 1.90 1.60 -0.92 -0.551
H 2.11 0.37 2.25 0.290
H 0.67 -0.63 2.21 0.364
H 1.76 -0.75 0.83 0.314
H -1.01 2.66 -0.56 0.260
H 2.58 1.06 -0.31 0.376
C -1.68 -0.32 -1.23 -0.297
N -1.19 -0.96 -0.24 -0.038
C -0.58 -2.25 -0.44 -0.776
H -1.69 -0.77 -2.25 0.239
H -2.40 0.60 -1.04 0.178
H -0.50 -2.54 -1.48 0.340
H 0.40 -2.26 0.11 0.199
H -1.38 -3.02 0.11 0.233
```

For the largest force on an atom, the calculation gives 3.7 eV/Å. The total energy is -699.332515 a.u. For the relative energy (zero: lowest compared OMol25 entry of this formula, charge and spin), the calculation gives 83.3 kJ/mol. As for the SMILES: CC(I)=C(O)O.C=NC. The value obtained for the highest occupied orbital energy is -8.11 eV. The value obtained for the gap between HOMO and LUMO is 8.536 eV.



Entry 4:
Density functional theory data (ωB97M-V/def2-TZVPD) for a molecular structure, C5H10MgO3Tb at a distorted geometry.

Structure (XYZ):
```
20
Properties=species:S:1:pos:R:3:mulliken_charge:R:1
O 1.14 0.01 -1.16 -0.695
C 1.31 -1.14 -0.38 -0.327
C 1.43 -0.84 1.10 -0.460
O 0.44 0.14 1.42 0.030
C -0.49 -0.10 2.45 -0.594
Mg 0.32 1.54 -0.07 0.924
H 2.18 -1.73 -0.70 0.388
H 0.39 -1.75 -0.51 0.160
H 2.41 -0.41 1.35 0.249
H 1.30 -1.74 1.72 0.407
H -0.96 0.87 2.66 0.223
H -1.26 -0.81 2.10 0.209
H 0.04 -0.55 3.30 0.308
C -0.46 1.95 -2.07 -1.134
C -0.81 0.53 -2.02 0.257
O -1.76 0.33 -1.14 -1.011
Tb -3.53 -0.91 -0.48 1.020
H -1.30 2.64 -1.99 0.356
H 0.36 2.19 -2.76 0.312
H -0.75 -0.24 -2.81 0.378
```

As for the multiplicity: 7. For the largest force on an atom, the calculation gives 2.9 eV/Å. The total energy is -1446.434893 a.u. As for the charge: +1. The value obtained for the highest occupied orbital energy (spin up / spin down) is -11.96 / -9.02 eV. The value obtained for the gap between HOMO and LUMO (spin up / spin down) is 8.013 / 5.104 eV.



Entry 5:
Density functional theory data (ωB97M-V/def2-TZVPD) for a gas-phase ion, C5H10N (charge +1) at a distorted geometry.

Structure (XYZ):
```
16
Properties=species:S:1:pos:R:3:mulliken_charge:R:1
C 1.87 0.55 0.24 -1.087
C 0.73 -0.15 -0.46 -0.061
C 0.51 -1.65 -0.30 -0.322
C -0.59 -1.55 0.40 -0.396
N -0.60 -0.01 0.37 0.035
C -1.85 0.52 -0.23 -0.735
H 2.40 -0.12 0.98 0.314
H 1.43 1.58 0.51 0.339
H 2.46 0.74 -0.64 0.349
H 0.61 0.30 -1.45 0.340
H 1.10 -2.44 -0.58 0.533
H -1.49 -2.06 0.87 0.406
H -0.38 0.33 1.26 0.377
H -1.65 0.24 -1.35 0.308
H -2.84 -0.03 0.03 0.279
H -2.05 1.58 -0.08 0.320
```

For the largest force on an atom, the calculation gives 3.2 eV/Å. The total energy is -250.925104 a.u. For the relative energy (zero: lowest compared OMol25 entry of this formula, charge and spin), the calculation gives 210.5 kJ/mol. As for the charge: +1. As for the SMILES: C[C@H]1C=C[N@@H+]1C. The value obtained for the highest occupied orbital energy is -15.44 eV. The value obtained for the gap between HOMO and LUMO is 12.197 eV.



Entry 6:
Density functional theory data (ωB97M-V/def2-TZVPD) for 2 unconnected molecules or ions with the total composition C5H10N at a distorted geometry.

Structure (XYZ):
```
16
Properties=species:S:1:pos:R:3:mulliken_charge:R:1
C 0.70 -0.36 0.65 -0.696
C -2.38 -1.48 0.01 -0.863
C -1.00 -1.96 0.03 -0.287
C 1.80 1.73 -0.15 0.504
C 2.42 2.89 -0.67 -0.988
N 1.23 0.77 0.19 0.088
H 0.23 -0.28 1.69 0.340
H 1.39 -1.20 0.54 0.342
H -2.88 -2.10 -0.72 0.321
H -2.87 -1.60 0.93 0.344
H -0.44 -2.23 0.93 0.354
H -0.32 -2.37 -0.80 0.342
H -2.52 -0.36 -0.23 0.275
H 1.80 3.72 -0.62 0.318
H 2.81 2.82 -1.72 0.310
H 3.34 3.12 -0.01 0.297
```

For the largest force on an atom, the calculation gives 4.5 eV/Å. The total energy is -250.847140 a.u. For the relative energy (zero: lowest compared OMol25 entry of this formula, charge and spin), the calculation gives 415.2 kJ/mol. As for the charge: +1. The value obtained for the highest occupied orbital energy (spin up / spin down) is -12.67 / -12.67 eV. The value obtained for the gap between HOMO and LUMO (spin up / spin down) is 7.748 / 7.756 eV.



Entry 7:
Density functional theory data (ωB97M-V/def2-TZVPD) for a gas-phase ion, C5H10N (charge +1) at a distorted geometry.

Structure (XYZ):
```
16
Properties=species:S:1:pos:R:3:mulliken_charge:R:1
C -2.05 0.31 -0.97 -0.089
N -0.79 0.24 -1.49 -0.031
C 0.29 0.30 -0.56 0.702
C 1.49 0.29 -1.08 -0.901
C 0.11 0.40 0.95 -0.441
C 0.61 -0.89 1.59 -1.089
H -2.89 0.26 -1.58 0.286
H -2.20 0.33 0.08 0.215
H -0.61 0.15 -2.48 0.279
H 2.39 0.15 -0.48 0.242
H 1.70 0.47 -2.14 0.315
H -0.95 0.50 1.30 0.218
H 0.58 1.32 1.34 0.326
H 1.69 -0.91 1.82 0.330
H 0.13 -1.07 2.70 0.302
H 0.51 -1.85 0.99 0.335
```

For the largest force on an atom, the calculation gives 6.5 eV/Å. The total energy is -250.932794 a.u. For the relative energy (zero: lowest compared OMol25 entry of this formula, charge and spin), the calculation gives 190.3 kJ/mol. As for the charge: +1. As for the SMILES: C=[NH+]C(=C)CC. The value obtained for the highest occupied orbital energy is -14.39 eV. The value obtained for the gap between HOMO and LUMO is 8.528 eV.



Entry 8:
Density functional theory data (ωB97M-V/def2-TZVPD) for a gas-phase ion, C5H10N (charge +1) at a distorted geometry.

Structure (XYZ):
```
16
Properties=species:S:1:pos:R:3:mulliken_charge:R:1
N -2.21 0.23 0.01 -0.243
C -0.77 0.11 -0.09 0.262
C 0.10 1.18 0.10 -0.527
C 1.70 0.90 0.18 -0.607
C 1.50 -0.65 -0.06 -0.664
C -0.01 -1.10 -0.14 -0.606
H -2.53 -0.23 0.99 0.452
H -2.83 -0.20 -0.78 0.407
H -2.41 1.14 0.04 0.320
H -0.22 2.24 0.12 0.271
H 2.08 1.12 1.13 0.312
H 2.29 1.39 -0.67 0.297
H 2.02 -1.04 0.76 0.334
H 2.03 -0.79 -0.99 0.333
H -0.19 -1.68 -1.01 0.344
H -0.47 -1.85 0.64 0.315
```

For the largest force on an atom, the calculation gives 6.2 eV/Å. The total energy is -250.932359 a.u. For the relative energy (zero: lowest compared OMol25 entry of this formula, charge and spin), the calculation gives 191.5 kJ/mol. As for the charge: +1. As for the SMILES: [NH3+]C1=CCCC1. The value obtained for the highest occupied orbital energy is -13.87 eV. The value obtained for the gap between HOMO and LUMO is 9.797 eV.



Entry 9:
Density functional theory data (ωB97M-V/def2-TZVPD) for a molecular structure, C5H10N at a distorted geometry.

Structure (XYZ):
```
16
Properties=species:S:1:pos:R:3:mulliken_charge:R:1
C -0.55 -1.52 -0.59 -0.744
C -0.01 -1.10 0.83 -0.555
C -0.43 0.00 -0.99 0.127
C -0.10 0.34 0.40 0.514
C -0.01 1.56 1.26 -1.233
N 0.96 0.36 -1.22 -0.406
H 0.19 -2.07 -1.15 0.333
H -1.63 -1.68 -0.54 0.322
H -0.68 -1.36 1.58 0.362
H 0.97 -1.48 0.92 0.291
H -1.28 0.49 -1.62 0.344
H 0.91 1.60 1.81 0.338
H -0.76 1.48 2.03 0.386
H -0.17 2.46 0.70 0.364
H 1.49 -0.38 -1.65 0.247
H 1.12 1.31 -1.77 0.311
```

For the largest force on an atom, the calculation gives 3.4 eV/Å. The total energy is -250.916695 a.u. For the relative energy (zero: lowest compared OMol25 entry of this formula, charge and spin), the calculation gives 232.6 kJ/mol. As for the charge: +1. The value obtained for the highest occupied orbital energy is -15.48 eV. The value obtained for the gap between HOMO and LUMO is 10.701 eV.



Entry 10:
Density functional theory data (ωB97M-V/def2-TZVPD) for 2 unconnected molecules or ions with the total composition C5H10N at a distorted geometry.

Structure (XYZ):
```
16
Properties=species:S:1:pos:R:3:mulliken_charge:R:1
C -2.09 -0.51 -0.77 0.063
C -2.66 -1.66 -0.80 -0.704
C 1.95 1.67 1.41 -0.587
C 1.44 1.44 0.20 -0.206
C 0.37 -0.78 -0.20 -0.525
N 0.08 0.68 -0.09 -0.223
H -3.69 -1.62 -1.04 0.290
H -2.26 -2.66 -0.68 0.287
H 1.51 1.45 2.37 0.298
H 3.02 1.93 1.44 0.251
H 1.99 1.71 -0.63 0.376
H 1.07 -0.81 -1.04 0.409
H 0.79 -1.08 0.75 0.376
H -0.44 -1.51 -0.45 0.019
H -0.75 0.83 0.54 0.437
H -0.33 0.93 -1.01 0.439
```

For the largest force on an atom, the calculation gives 3.4 eV/Å. The total energy is -250.812275 a.u. For the relative energy (zero: lowest compared OMol25 entry of this formula, charge and spin), the calculation gives 506.8 kJ/mol. As for the charge: +1. The value obtained for the highest occupied orbital energy is -15.13 eV. The value obtained for the gap between HOMO and LUMO is 10.738 eV.



Entry 11:
Density functional theory data (ωB97M-V/def2-TZVPD) for a gas-phase ion, C5H10N (charge +1) at a distorted geometry.

Structure (XYZ):
```
16
Properties=species:S:1:pos:R:3:mulliken_charge:R:1
C -2.69 0.13 -0.04 -0.205
N -1.61 -0.44 0.17 0.095
C -0.55 -0.93 0.61 -0.361
C 0.77 -0.08 0.35 0.680
C 0.50 1.39 -0.19 -1.178
C 1.82 -0.92 -0.43 -1.448
H -3.18 0.02 -1.02 0.308
H -3.14 0.72 0.85 0.287
H -0.77 -1.87 1.21 0.377
H 1.17 0.05 1.41 0.299
H 0.65 2.06 0.60 0.329
H 1.24 1.67 -1.01 0.282
H -0.43 1.61 -0.65 0.354
H 1.35 -1.59 -1.05 0.401
H 2.46 -0.22 -0.90 0.371
H 2.41 -1.60 0.09 0.409
```

For the largest force on an atom, the calculation gives 3.0 eV/Å. The total energy is -250.927961 a.u. For the relative energy (zero: lowest compared OMol25 entry of this formula, charge and spin), the calculation gives 203.0 kJ/mol. As for the charge: +1. As for the SMILES: C=[N+]=CC(C)C. The value obtained for the highest occupied orbital energy is -15.87 eV. The value obtained for the gap between HOMO and LUMO is 11.133 eV.



Entry 12:
Density functional theory data (ωB97M-V/def2-TZVPD) for a gas-phase ion, C5H10N (charge +1) at a distorted geometry.

Structure (XYZ):
```
16
Properties=species:S:1:pos:R:3:mulliken_charge:R:1
C -1.07 -1.28 -0.08 -0.915
N -0.09 -0.12 -0.11 0.404
C -0.89 1.16 -0.26 -1.066
C 1.08 -0.26 -0.94 -0.566
C 2.02 0.13 -0.09 -0.104
C 0.78 0.18 1.11 -0.654
H -1.38 -1.26 1.01 0.400
H -2.02 -1.00 -0.59 0.343
H -0.67 -2.26 -0.28 0.343
H -1.95 1.12 0.17 0.325
H -0.28 2.06 -0.10 0.438
H -1.06 1.21 -1.27 0.488
H 1.14 -0.59 -1.93 0.482
H 3.05 0.43 -0.02 0.412
H 0.77 -0.65 1.86 0.328
H 0.57 1.14 1.52 0.344
```

For the largest force on an atom, the calculation gives 4.5 eV/Å. The total energy is -250.902366 a.u. For the relative energy (zero: lowest compared OMol25 entry of this formula, charge and spin), the calculation gives 270.2 kJ/mol. As for the charge: +1. As for the SMILES: C[N+]1(C)C=CC1. The value obtained for the highest occupied orbital energy is -15.29 eV. The value obtained for the gap between HOMO and LUMO is 12.097 eV.



Entry 13:
Density functional theory data (ωB97M-V/def2-TZVPD) for a single C5H10N2 molecule.

Structure (XYZ):
```
17
Properties=species:S:1:pos:R:3:mulliken_charge:R:1
C 1.49 0.90 -0.29 -0.245
C -1.44 -1.44 -0.08 -0.917
C -1.01 1.59 0.20 -1.168
C 0.06 0.57 0.00 0.124
C 1.95 -0.42 0.29 -0.570
N -0.19 -0.74 -0.24 0.338
N 0.97 -1.43 0.08 -0.480
H 1.15 -2.15 -0.62 0.253
H 1.83 1.77 0.28 0.262
H 1.70 1.12 -1.37 0.170
H 2.62 -0.55 1.13 0.299
H -2.22 -0.94 -0.66 0.367
H -1.32 -2.45 -0.45 0.266
H -1.75 -1.48 0.97 0.342
H -0.67 2.35 0.91 0.345
H -1.94 1.18 0.59 0.356
H -1.23 2.11 -0.73 0.258
```

For the largest force on an atom, the calculation gives 0.8 eV/Å. The total energy is -305.867533 a.u. For the relative energy (zero: lowest compared OMol25 entry of this formula, charge and spin), the calculation gives 410.4 kJ/mol. The value obtained for the highest occupied orbital energy (spin up / spin down) is -6.58 / -5.69 eV. The value obtained for the gap between HOMO and LUMO (spin up / spin down) is 7.477 / 6.629 eV.



Entry 14:
Density functional theory data (ωB97M-V/def2-TZVPD) for a single C5H10N2 molecule at a distorted geometry.

Structure (XYZ):
```
17
Properties=species:S:1:pos:R:3:mulliken_charge:R:1
N 1.20 0.98 -0.99 -0.651
C 0.84 0.39 0.33 0.669
C -0.53 0.87 0.99 -0.688
C -1.62 0.08 -0.19 -0.736
N -0.83 -0.91 -0.90 -0.496
C 0.28 -1.04 0.07 0.021
C 1.69 -0.82 0.28 -0.762
H 0.33 1.07 -1.62 0.245
H 1.60 1.85 -0.87 0.204
H -0.81 0.66 2.11 0.319
H -0.73 1.94 0.58 0.269
H -2.09 0.86 -0.89 0.328
H -2.37 -0.43 0.46 0.372
H -1.48 -1.67 -1.06 0.305
H -0.01 -1.52 1.14 0.110
H 2.33 -0.88 -0.55 0.291
H 2.20 -1.41 1.11 0.199
```

For the largest force on an atom, the calculation gives 4.6 eV/Å. The total energy is -305.822138 a.u. For the relative energy (zero: lowest compared OMol25 entry of this formula, charge and spin), the calculation gives 529.6 kJ/mol. As for the SMILES: N[C@@]12CCN[C@H]1C2. The value obtained for the highest occupied orbital energy is -8.27 eV. The value obtained for the gap between HOMO and LUMO is 9.321 eV.